1.
The following is a quantum chemistry calculation of a cluster of 4 separate species, C16H41ClN3O9 in total, from the Open Molecules 2025 dataset.

The calculation puts the LUMO energy at 2.5 eV. Its energy above the lowest of the compared OMol25 structures with the same formula, charge and spin is 184.8 kJ/mol. The value obtained for the largest force on an atom is 3.174 eV Å⁻¹.

The geometry in ORCA input format:
```
! RIJCOSX wB97M-V def2-TZVPD def2/J DEFGRID3
* xyz -1 1
Cl -0.290 -2.006 -0.041
O -1.659 3.997 -6.356
O -4.301 -0.348 6.869
O 0.331 -2.772 0.958
O -5.340 2.185 -5.405
O 8.190 -3.392 -2.103
O -1.700 -1.967 0.269
O 0.247 -0.706 -0.134
O -0.737 -2.392 8.508
O 0.014 -2.711 -1.260
N -1.432 0.504 7.627
N 5.908 -0.830 -3.554
N -3.664 4.217 -4.249
C 0.250 -1.336 8.338
C -2.170 0.844 6.398
C -1.341 3.760 -4.977
C -6.607 1.916 -5.898
C 8.281 -0.497 -3.193
C -0.810 3.296 -7.294
C -0.189 -0.208 7.301
C 7.035 -2.595 -2.167
C -5.351 2.471 -4.015
C -2.275 4.563 -4.004
C -3.947 2.984 -3.540
C 8.267 -4.398 -3.097
C -0.300 -3.631 8.091
C -3.190 -0.296 5.963
C -4.844 -1.678 6.932
C 7.117 -1.560 -3.313
H -5.838 -1.522 7.352
H 6.961 -2.005 -1.253
H -4.941 -2.219 5.990
H -2.750 1.722 6.682
H 7.355 -4.988 -3.187
H -0.182 -0.655 6.307
H -3.317 2.145 -3.834
H -6.492 1.953 -6.981
H 0.036 3.901 -7.620
H -1.940 -0.258 8.054
H -6.111 3.229 -3.827
H -0.284 3.966 -4.808
H -4.237 -2.292 7.596
H 0.412 -4.009 8.824
H -7.290 2.681 -5.528
H -2.157 5.639 -4.135
H 7.923 0.316 -2.560
H -1.437 1.105 5.635
H -2.104 4.342 -2.951
H 0.645 0.484 7.184
H -1.322 2.716 -4.662
H -3.697 3.934 -5.218
H 0.124 -3.639 7.087
H 0.375 -0.795 9.277
H -1.375 2.970 -8.167
H 8.530 -0.079 -4.168
H -0.460 2.365 -6.849
H 5.188 -1.525 -3.419
H 9.088 -5.080 -2.878
H -2.676 -1.257 5.976
H 1.232 -1.691 8.025
H 9.209 -0.886 -2.774
H 6.107 -3.158 -2.264
H -3.610 -0.064 4.985
H -6.978 0.936 -5.599
H -1.181 -4.270 8.161
H 8.387 -3.931 -4.075
H 5.705 -0.128 -2.857
H -3.900 3.149 -2.464
H -5.636 1.584 -3.449
H 7.138 -2.097 -4.262
*
```

=====

2.
The following is a quantum chemistry calculation of a cluster of 10 separate species, C5H32N2O10 in total, from the Open Molecules 2025 dataset.

The calculation puts the LUMO energy at 0.1 eV. As for the SMILES: CN[C@H](CN)CCO.O.O.O.O.O.O.O.O.O. Its energy above the lowest of the compared OMol25 structures with the same formula, charge and spin is 346.6 kJ/mol. The value obtained for the largest force on an atom is 3.115 eV Å⁻¹.

The geometry in ORCA input format:
```
! RIJCOSX wB97M-V def2-TZVPD def2/J DEFGRID3
* xyz 0 1
O -1.745 -1.192 2.201
O 0.486 1.372 0.883
O -1.403 -2.920 -0.283
O 0.848 -0.451 3.922
O 2.362 2.587 2.247
O -2.038 2.342 0.126
O -1.514 1.080 -2.421
O -1.044 1.464 3.605
O -0.175 4.025 -1.521
O -3.842 1.052 1.827
N 1.727 -1.158 -2.848
N 1.690 -1.161 0.678
C 1.600 -2.001 -0.535
C -0.158 -2.501 -2.315
C 0.800 -1.425 -1.718
C 2.719 -0.065 -2.783
C -1.512 -2.587 -1.703
H 0.744 -1.223 1.047
H -4.040 1.874 1.375
H -2.890 0.997 1.903
H -1.544 1.642 0.574
H 2.713 1.946 2.866
H 0.170 -0.571 -1.464
H -1.038 1.475 -3.165
H 1.954 3.312 2.696
H 2.212 -2.031 -2.996
H 3.741 -0.420 -2.836
H 1.538 -1.089 4.139
H -1.333 -0.689 2.905
H 0.974 2.140 0.594
H 0.757 1.411 1.807
H 2.728 0.598 -1.913
H -2.267 1.887 -0.703
H -1.510 0.173 -2.764
H -0.815 -2.374 0.213
H -2.131 -1.684 -1.648
H -0.257 -2.199 -3.365
H -2.508 -0.897 1.705
H -0.912 3.603 -1.055
H -0.545 1.157 4.373
H 2.477 0.535 -3.654
H 0.370 3.316 -1.869
H -2.200 -3.363 -2.040
H 0.283 -3.507 -2.300
H 2.603 -2.270 -0.860
H -1.942 1.440 3.933
H 1.166 -2.959 -0.238
H 0.881 -0.499 2.961
H 1.821 -0.194 0.420
*
```

=====

3.
The following is a quantum chemistry calculation of a structure of composition C15H32ClO17, from the Open Molecules 2025 dataset.

The calculation puts the LUMO energy at 2.4 eV. Its energy above the lowest of the compared OMol25 structures with the same formula, charge and spin is 1329.5 kJ/mol. The value obtained for the largest force on an atom is 6.235 eV Å⁻¹.

The geometry in ORCA input format:
```
! RIJCOSX wB97M-V def2-TZVPD def2/J DEFGRID3
* xyz -1 1
Cl -3.667 5.773 -21.328
O -0.988 2.088 -22.734
O -2.944 6.351 -23.884
O -2.223 5.893 -21.386
O -2.123 1.097 -24.358
O -8.305 6.664 -19.355
O -3.838 4.442 -21.798
O 0.875 7.753 -24.129
O -1.858 3.207 -18.617
O -6.681 8.061 -19.767
O -4.388 6.713 -22.264
O -2.198 1.366 -19.755
O -8.792 8.952 -19.212
O -4.542 3.984 -23.845
O -4.014 5.875 -19.930
O -1.048 1.218 -17.738
O -4.964 4.938 -17.998
O -2.660 3.249 -23.672
C -7.976 7.990 -19.395
C -2.771 2.341 -20.510
C -7.195 5.820 -19.444
C -4.957 3.003 -19.525
C -3.922 7.246 -25.697
C -5.791 3.849 -18.441
C -1.783 4.182 -23.155
C -0.452 7.333 -24.112
C -4.151 6.379 -24.516
C -1.664 1.862 -18.615
C -6.111 6.742 -20.009
C -2.468 3.640 -19.826
C -1.055 7.472 -22.751
C -1.967 2.074 -23.614
C -0.917 3.385 -22.147
H -0.998 8.505 -22.406
H -1.015 7.820 -24.908
H -3.132 6.865 -26.345
H -2.373 5.008 -22.757
H -4.087 2.476 -19.135
H -5.639 2.193 -19.785
H -4.786 7.356 -26.354
H -2.082 7.182 -22.529
H -6.883 5.311 -18.532
H -1.846 4.226 -20.503
H -5.016 6.856 -24.055
H -2.469 2.275 -21.555
H -4.520 5.320 -18.759
H -4.240 4.221 -22.968
H -5.921 3.286 -17.517
H -0.442 6.255 -24.271
H -6.747 4.206 -18.823
H -3.239 6.245 -22.977
H -5.212 6.852 -19.403
H -5.493 3.916 -23.761
H -3.339 4.284 -19.712
H -1.130 4.594 -23.923
H -3.683 8.244 -25.330
H 0.126 3.701 -22.099
H -4.399 5.365 -24.830
H -7.504 5.060 -20.162
H -1.366 3.329 -21.156
H -3.834 2.098 -20.510
H -5.927 6.602 -21.074
H -4.689 3.585 -20.407
H -0.491 6.835 -22.069
H 1.256 7.594 -23.262
*
```

=====

4.
The following is a quantum chemistry calculation of a structure of composition C35H23Cl4N9O2SSn, from the Open Molecules 2025 dataset.

The calculation puts the LUMO energy at 3.8 eV. Its energy above the lowest of the compared OMol25 structures with the same formula, charge and spin is 0.0 kJ/mol. The value obtained for the largest force on an atom is 0.281 eV Å⁻¹.

The geometry in ORCA input format:
```
! RIJCOSX wB97M-V def2-TZVPD def2/J DEFGRID3
* xyz -2 1
Sn 1.003 1.318 -0.173
Cl 5.061 3.192 -2.980
Cl 7.811 2.818 -1.488
Cl 7.853 1.516 1.370
Cl 5.142 0.594 2.691
S -1.015 3.419 -3.457
O 2.794 1.095 1.018
O 2.749 2.150 -1.446
N -7.631 -1.277 5.991
N -1.266 -0.004 -1.560
N -1.535 3.823 4.870
N -2.705 2.506 6.609
N -1.480 -0.322 3.304
N -1.184 0.954 -4.452
N 0.932 1.661 -3.716
N -0.601 2.717 2.854
N 0.081 -0.102 1.764
C 2.728 -1.292 -1.094
C 3.899 2.046 -0.845
C -0.411 1.933 -3.904
C -0.264 -0.211 3.966
C -1.047 3.217 3.806
C -6.591 -1.082 5.538
C -4.173 -0.741 5.793
C -2.756 -0.491 3.865
C -3.880 -0.585 3.042
C 3.919 1.474 0.477
C -2.512 0.452 -1.475
C -1.191 -0.252 1.972
C -2.036 -2.163 -0.919
C 5.109 2.450 -1.405
C -1.554 -1.261 -5.293
C -2.919 -0.560 5.246
C 0.680 -0.073 3.006
C 0.696 -3.008 -1.807
C 0.409 -1.710 -1.381
C 1.422 -0.802 -1.026
C -2.149 3.087 5.763
C 3.030 -2.580 -1.522
C -3.586 -0.352 -1.119
C -5.289 -0.863 4.971
C -1.011 -1.285 -1.292
C -3.332 -1.688 -0.835
C -0.637 -0.193 -4.773
C 0.740 -0.455 -4.658
C 1.529 0.516 -4.112
C -5.131 -0.774 3.590
C 6.353 1.729 0.522
C 6.334 2.297 -0.734
C 2.008 -3.446 -1.891
C 5.146 1.323 1.116
C 3.003 0.388 -3.954
H 3.284 0.593 -2.924
H -3.784 -0.505 1.969
H -2.642 1.503 -1.713
H -0.110 -3.672 -2.105
H -0.187 -0.184 5.036
H 1.739 0.105 3.097
H -1.804 -3.188 -0.664
H -4.290 -0.776 6.867
H 1.164 -1.407 -4.945
H 2.230 -4.450 -2.235
H -1.941 -0.265 1.201
H -4.137 -2.351 -0.538
H 3.322 -0.613 -4.238
H -2.072 -0.444 5.901
H 4.063 -2.909 -1.561
H -1.454 -1.348 -6.378
H -5.997 -0.847 2.945
H 1.476 2.349 -3.194
H 3.510 1.128 -4.576
H 3.554 -0.651 -0.803
H -4.585 0.061 -1.067
H -1.300 -2.227 -4.854
H -2.584 -1.005 -5.054
*
```